# C19H23Cl48NO2PS

A 17-piece molecular cluster, C19H23Cl48NO2PS overall at a distorted geometry (the ωB97M-V functional and the def2-TZVPD basis, the OMol25 dataset).

Positions of all 95 atoms, in Å:
S 4.224 2.632 -1.203
C 3.535 1.215 -1.530
N 3.037 0.279 -2.057
P 1.307 -0.284 -1.451
O 1.110 1.117 -0.439
C -0.001 1.817 -0.923
C 0.253 1.850 -2.416
O 0.534 0.502 -2.757
H 0.031 -0.813 -1.009
H 1.993 -0.933 -0.358
H 1.543 -1.495 -2.184
H 0.108 2.856 -0.601
H -0.956 1.409 -0.619
H -0.552 2.235 -3.028
H 1.166 2.387 -2.638
C 0.249 -0.159 -5.421
Cl -1.430 0.342 -5.235
Cl 0.429 -1.875 -5.066
Cl 0.837 0.207 -7.053
H 0.844 0.397 -4.707
C 3.484 5.407 -4.506
Cl 3.351 4.000 -5.564
Cl 2.574 5.124 -3.026
Cl 5.164 5.806 -4.125
H 3.050 6.249 -5.027
C -0.944 1.997 3.228
Cl -0.114 3.254 4.152
Cl -1.646 0.783 4.303
Cl -2.184 2.697 2.184
H -0.220 1.497 2.604
C 5.146 -0.015 -4.516
Cl 5.823 1.574 -4.200
Cl 4.201 0.008 -6.007
Cl 6.432 -1.229 -4.617
H 4.486 -0.283 -3.698
C -5.105 -1.040 5.895
Cl -5.059 0.713 6.086
Cl -5.807 -1.479 4.338
Cl -3.488 -1.725 6.028
H -5.720 -1.452 6.683
C -3.909 -0.892 -1.517
Cl -4.008 0.823 -1.103
Cl -4.534 -1.163 -3.147
Cl -2.246 -1.471 -1.440
H -4.512 -1.442 -0.808
C 3.788 1.771 2.451
Cl 2.077 1.912 2.094
Cl 4.416 3.228 3.236
Cl 4.009 0.344 3.464
H 4.322 1.632 1.517
C 4.463 3.244 -9.525
Cl 3.517 2.305 -10.686
Cl 3.692 4.804 -9.220
Cl 4.691 2.340 -8.030
H 5.435 3.432 -9.959
C 1.513 -2.651 4.818
Cl 1.022 -1.526 3.549
Cl 3.091 -2.180 5.462
Cl 0.307 -2.693 6.108
H 1.597 -3.641 4.390
C -7.653 -1.168 0.115
Cl -7.324 -0.300 -1.383
Cl -8.264 -2.789 -0.225
Cl -6.203 -1.247 1.115
H -8.412 -0.626 0.662
C -8.793 -5.972 -3.097
Cl -7.126 -5.462 -3.347
Cl -8.984 -7.692 -3.447
Cl -9.315 -5.608 -1.450
H -9.422 -5.417 -3.779
C -1.110 -4.268 2.126
Cl -2.180 -5.005 0.936
Cl -1.924 -2.965 2.981
Cl -0.503 -5.483 3.263
H -0.262 -3.845 1.602
C -2.599 -6.734 -2.820
Cl -3.090 -5.532 -4.012
Cl -1.035 -6.321 -2.124
Cl -3.826 -6.896 -1.557
H -2.505 -7.687 -3.320
C -1.215 -0.534 9.253
Cl 0.401 -0.156 9.855
Cl -1.670 0.584 7.970
Cl -1.291 -2.202 8.685
H -1.916 -0.419 10.069
C 7.958 4.352 -1.466
Cl 6.534 5.178 -0.827
Cl 7.911 2.632 -1.100
Cl 8.104 4.613 -3.212
H 8.832 4.770 -0.987
C 1.301 3.585 9.629
Cl 0.769 4.613 8.302
Cl 2.900 4.072 10.198
Cl 0.133 3.616 10.953
H 1.367 2.569 9.264

The largest force on an atom is 0.067 hartree/bohr. Its frontier orbital gap is 7.16 eV. As for the total charge: -1.